1.
Density functional theory data (wB97M-V/def2-TZVPD) for a 4-piece molecular cluster, C22H15BrF10O5S overall at a distorted geometry.

XYZ file:
```
54
Properties=species:S:1:pos:R:3:forces:R:3
C 0.150533 3.234848 -2.772154 2.858 1.582 -2.271
C -4.503968 -5.845619 0.395877 0.067 0.021 -0.043
C 3.019689 -4.876264 0.322521 -0.086 0.017 -0.067
C -3.747105 -4.831335 0.972106 -1.018 -0.524 0.659
C 3.353550 8.339164 -0.504055 -0.341 -1.008 -0.071
C 5.100304 -3.028031 0.569530 -0.258 -0.346 0.020
C 3.653651 7.448587 0.520704 0.023 0.067 0.018
O -3.141822 0.517502 1.116589 2.593 -1.661 -1.763
C 2.984194 -3.673774 -0.374910 1.103 -0.283 0.860
C 5.147554 -4.234429 1.269745 -0.067 -0.033 -0.024
H 4.150483 -6.101811 1.688611 -0.053 0.175 -0.113
S -3.093666 1.261056 -0.415929 -9.829 1.416 -4.169
O -3.806499 0.357483 -1.496658 4.502 2.496 4.483
H -6.152431 -7.206230 0.675465 0.128 0.163 0.044
C 3.206923 6.130087 0.436878 -0.126 0.200 -0.359
H 4.231619 7.787494 1.374064 -0.068 0.015 -0.095
C 2.182984 6.612880 -1.703562 0.251 0.120 0.350
H 5.995249 -4.455071 1.914960 -0.168 0.049 -0.129
H 2.129521 4.683389 -0.743725 0.097 0.244 0.043
H 5.907419 -2.306562 0.671273 -0.172 -0.122 -0.056
Br -0.839548 -2.495577 -0.112101 0.646 0.574 0.102
O -4.018883 2.535271 -0.304893 5.103 -4.533 0.640
F 0.318189 4.733221 -2.867318 -0.865 -5.639 0.345
H -6.679807 -6.375920 2.955510 0.163 0.091 -0.108
H 1.615775 6.284466 -2.570953 0.291 0.284 0.279
C -4.028852 -4.364808 2.251281 0.070 0.050 -0.035
C 2.474690 5.712852 -0.675633 -0.018 0.055 -0.042
H -3.420368 -3.575931 2.680871 -0.043 -0.078 -0.086
H 2.200339 -5.580236 0.219851 0.063 0.087 -0.022
F -0.611201 0.551015 -1.443326 -2.128 3.967 1.853
F -1.912000 4.160528 -1.667650 1.862 -4.599 -1.857
O -2.219603 -1.898597 0.948010 -0.927 4.551 0.514
F 3.777653 9.607167 -0.420870 0.067 0.190 0.017
H 2.396206 8.649553 -2.398763 0.055 -0.044 0.097
F 0.310609 2.728265 -4.171733 -0.498 1.594 5.206
C 4.109511 -5.161102 1.145162 0.097 0.442 -0.176
H -5.324548 -4.554010 3.962721 0.083 -0.055 -0.189
C 4.015816 -2.748445 -0.261587 -0.106 0.026 -0.064
C -5.559552 -6.407405 1.114012 0.182 0.342 0.292
C 2.620363 7.934347 -1.614106 0.043 0.049 0.022
F -0.720894 2.431101 0.201027 -1.526 -2.492 -3.727
F 1.276013 2.750541 -1.936474 -4.233 1.464 -2.963
H -4.266063 -6.189649 -0.605371 0.013 0.059 0.100
C -1.343861 2.864822 -2.197451 -3.030 1.156 0.014
H 3.967201 -1.819530 -0.820046 -0.039 -0.091 0.050
C -2.073428 -0.476879 1.296414 7.566 0.727 3.225
H 3.429214 5.428850 1.237601 -0.014 0.156 -0.136
C -5.091228 -4.918569 2.965244 0.013 -0.218 -0.379
F -2.730287 -4.295463 0.283967 -0.257 -0.501 -0.091
C -5.853592 -5.940529 2.397501 0.028 -0.010 -0.061
O -0.917392 -0.051669 1.866416 -8.186 -2.678 -4.007
F 1.939668 -3.402761 -1.168719 -0.421 0.107 -0.279
C -1.333049 1.753269 -0.964893 3.009 0.277 0.764
F -2.275276 2.318447 -3.241031 3.501 2.101 3.384
```
Forces are in eV/Å.

Computed properties:
total charge	0
spin multiplicity	1
HOMO level	-9.233	eV


2.
Density functional theory data (wB97M-V/def2-TZVPD) for C22H15BrMgN4S6 as an isolated structure at a distorted geometry.

XYZ file:
```
49
Properties=species:S:1:pos:R:3:forces:R:3
Br -0.500722 7.782544 -1.357012 0.119 -0.069 -0.236
H -5.491643 -3.738017 -0.807409 -0.191 0.318 -0.493
H 1.178672 3.031357 -1.873176 -0.292 0.226 0.136
H -2.932491 -0.376441 -1.442251 0.390 0.150 0.346
C 0.686338 3.738467 -1.197595 -0.090 0.542 0.966
H -0.499312 -2.638673 -2.065157 0.980 0.053 0.446
C -0.239964 5.697183 0.526782 -0.393 -0.835 -0.926
C -3.641638 -3.736777 0.249413 -0.119 -0.811 -1.308
H 0.733247 5.477430 -2.558888 0.391 -0.403 -1.333
S 2.377992 0.595386 -0.974853 0.539 -0.117 0.206
H -3.632993 -4.810600 0.598816 -0.877 1.359 -0.207
C 2.470477 -2.830870 0.332566 -0.973 -0.233 -0.132
S 6.736144 -3.212267 0.083264 -0.337 0.887 0.078
C -0.060239 6.003667 -0.789149 0.387 -0.154 0.636
C 3.698828 -0.156546 -0.096926 -0.153 0.319 -1.604
C 0.396049 -2.692318 -1.398940 -0.948 -0.572 -0.669
C 2.556777 -3.554219 -0.832314 1.000 -0.605 -1.968
H 3.547298 -4.064330 -1.021756 -1.392 0.446 -0.024
C 5.705839 -1.852967 0.255118 -0.185 -0.522 -0.446
H -3.693318 2.030728 1.192456 0.909 -0.257 1.194
S 3.098847 0.763252 2.392015 -0.291 0.493 0.800
C -0.040821 4.398084 0.956218 -0.582 -0.248 0.481
H -4.908457 -1.565568 -2.019470 0.280 0.186 0.413
H 1.515142 -3.891198 -2.734465 0.334 -0.344 -0.425
C 0.480449 5.061542 -1.619139 0.086 -0.365 -0.495
C -2.105261 -1.864306 -0.094059 -1.867 -0.458 0.045
S 4.799570 -1.144276 -1.016550 0.325 -0.306 -0.356
C 1.526536 -3.436264 -1.768534 -0.229 0.284 1.375
C -4.235983 -1.956232 -1.246317 -2.083 -1.114 -0.412
C 3.995046 -0.093231 1.207562 -0.666 0.225 0.272
H -3.133625 2.831728 2.617816 -0.173 -0.552 -0.333
Mg 1.055462 1.404847 1.074348 -0.284 -0.046 -0.325
N -1.879277 0.604614 0.910028 0.496 0.376 0.673
H 3.324096 -2.833829 0.952885 0.631 0.043 1.010
C -0.823395 -1.232256 0.198569 0.561 0.607 0.583
H -0.326516 4.134364 1.966719 0.094 0.267 0.285
H -0.761924 6.406575 1.054923 -0.780 1.495 1.937
S 5.223655 -1.156596 1.725267 1.087 -0.502 0.960
C 0.322817 -2.087862 -0.162478 3.060 0.352 1.410
N -0.700159 -0.066061 0.755754 0.166 -0.841 -0.786
C 0.362224 3.350793 0.146353 1.278 -0.598 -1.166
C -4.586891 -3.165461 -0.661360 1.523 -1.167 1.751
N -3.154577 1.953661 2.087609 -1.061 1.992 -0.146
C -1.890034 1.438635 1.945969 -0.446 -1.706 -0.954
S -0.711719 1.676399 3.155988 0.206 0.150 -0.106
N 1.417765 -2.147914 0.708422 -2.302 0.648 -0.790
C -2.423196 -3.117818 0.452598 0.127 0.391 0.293
C -3.090095 -1.306961 -0.912264 1.294 0.795 -0.614
H -1.745013 -3.651395 1.102616 0.453 0.224 -0.042
```
Forces are in eV/Å.

Computed properties:
energy above the lowest of the compared OMol25 structures with the same formula, charge and spin	0.0	kJ/mol
total charge	-2
spin multiplicity	1
HOMO level	-1.329	eV


3.
Density functional theory data (wB97M-V/def2-TZVPD) for C22H15BrNO3ReSSbSe4 as an isolated structure at a distorted geometry.

XYZ file:
```
49
Properties=species:S:1:pos:R:3:forces:R:3
C 1.205518 -4.705029 1.774048 -0.101 0.256 0.050
C 6.511905 -0.442897 2.246721 0.218 0.025 0.076
Se -1.886399 -1.452908 -0.262551 -2.245 -0.511 -0.552
C -2.196346 1.714849 5.032582 0.121 0.158 -0.006
H 0.914834 -4.780350 2.813197 0.002 0.013 0.011
O 1.570459 -0.506870 1.670399 -0.667 -0.355 1.437
H 4.671373 0.478686 -0.418520 -0.060 -0.006 -0.048
Br 8.301706 -0.381297 2.881138 -0.170 -0.038 -0.061
Se -0.101215 1.375961 -0.369791 -0.186 1.433 -1.218
O -1.354957 0.299995 1.906563 0.203 -0.734 0.158
Re 0.243155 -0.860743 0.182170 -0.067 -1.256 -0.041
C 3.923542 -0.480616 1.347936 -0.086 0.002 0.060
C 0.803770 -3.632968 1.027961 -0.178 0.210 0.372
Sb -2.810620 0.995596 -0.572259 -0.800 0.034 0.095
H 2.870138 -6.436047 -0.608145 0.080 -0.078 -0.019
Se -4.192920 1.757814 1.227209 0.298 0.004 -0.370
H 2.835436 -5.232021 -2.741441 0.062 -0.090 -0.103
H -0.112355 4.076818 3.807785 0.005 0.142 0.010
H 3.445707 -1.435046 3.216300 -0.073 0.021 -0.061
C 1.968928 -5.719181 1.182546 0.144 -0.197 -0.190
H 0.689709 -1.554181 -3.104707 0.073 0.084 0.120
C 4.224779 -1.011583 2.597138 -0.053 -0.001 -0.050
Se -3.258014 1.443504 -2.866896 0.257 -0.149 0.429
H 0.167899 -2.895811 1.532455 0.022 -0.069 -0.148
C 5.530811 -1.008570 3.045567 0.170 0.036 0.037
C -2.107540 0.837216 3.982068 -0.401 0.009 0.328
H 2.018905 -3.355812 -4.115567 0.059 -0.045 -0.125
H 7.008955 0.535256 0.408481 0.045 0.020 -0.047
H 5.789277 -1.429882 4.005529 0.005 -0.001 0.035
H -2.669569 -0.083046 3.914194 0.136 0.026 -0.096
C -0.643796 2.265622 2.840132 0.067 -0.015 -0.302
H 2.266981 -6.567628 1.779856 0.066 -0.105 -0.015
C 2.233139 -4.449845 -2.304192 0.071 -0.069 -0.153
S 0.349183 2.633074 1.435657 0.169 0.205 0.287
C 1.911876 -4.545810 -0.935311 -0.205 0.297 0.178
C 4.920604 0.067488 0.548504 -0.062 -0.101 0.023
C -0.690004 3.171033 3.891170 -0.050 -0.091 -0.011
H -2.834443 1.476118 5.865590 -0.085 -0.059 0.088
C 2.306280 -5.641328 -0.140513 0.047 -0.172 0.144
C 0.753255 -2.404641 -1.147391 0.054 1.245 0.317
C 1.029057 -2.374162 -2.483605 0.029 -0.025 0.004
N -1.341995 1.116192 2.916491 0.359 0.197 -0.204
O 2.283670 -0.330798 -0.359599 -0.324 -0.092 -0.198
C -1.477635 2.904850 4.992071 0.063 -0.122 -0.098
C 6.222971 0.096079 1.002720 0.154 -0.005 0.106
C 1.145681 -3.504421 -0.339482 0.233 -0.521 -0.361
C 2.530348 -0.451073 0.862256 2.670 0.653 0.057
H -1.541186 3.619100 5.797452 0.006 0.035 0.085
C 1.786180 -3.405588 -3.063230 -0.073 -0.196 -0.031
```
Forces are in eV/Å.

Computed properties:
energy above the lowest of the compared OMol25 structures with the same formula, charge and spin	178.8	kJ/mol
total charge	0
spin multiplicity	2
HOMO level (alpha / beta)	-7.918 / -7.849	eV